No. 1
C28H55O2PbSi4Te | ωB97M-V with the def2-TZVPD basis set

Geometry as XYZ:
```
91
Properties=species:S:1:pos:R:3:forces:R:3:lowdin_charge:R:1
O -1.441689 -0.975347 -7.157981 -0.26 -1.03 -1.73 -0.114
C -1.707440 -2.264476 -7.837777 -0.09 -0.34 0.90 -0.153
C -1.527502 -1.714911 -9.241016 0.07 0.31 0.66 -0.073
H -2.721153 -2.645208 -7.622823 0.46 0.12 0.17 0.129
H -0.930032 -2.983618 -7.530975 -0.46 0.06 -0.22 0.106
C -1.286241 -0.384110 -8.480879 0.05 0.40 -1.39 -0.584
H -2.393188 -1.748496 -9.903963 0.10 0.00 0.15 0.117
H -0.634661 -2.107200 -9.731645 -0.20 0.14 -0.11 0.112
C -2.330683 0.689884 -8.714539 0.04 0.15 0.02 -0.020
H -3.333309 0.321508 -8.456729 0.28 0.19 0.00 0.094
H -2.332661 1.019257 -9.767041 0.04 -0.15 0.36 0.096
H -2.056698 1.552388 -8.088477 -0.39 -0.14 -0.11 0.088
C 0.099862 0.143204 -8.796921 0.06 0.27 0.17 -0.028
H 0.876456 -0.607100 -8.574580 -0.23 0.38 0.04 0.092
H 0.265335 1.083660 -8.252094 0.30 -0.28 -0.07 0.085
H 0.135828 0.365650 -9.878376 0.04 -0.06 0.43 0.099
Pb -0.246114 -0.083011 -1.070204 1.10 1.19 0.03 1.418
C 2.331127 0.115340 0.140970 -0.28 -0.27 -0.49 -0.243
C 2.189509 -1.286857 0.355935 -0.09 0.08 -0.48 -0.226
C 2.240100 -1.931478 -0.908021 -0.02 0.21 -0.05 -0.186
H 2.106264 -1.775377 1.325169 0.01 0.08 -0.26 0.074
C 2.437638 -0.941793 -1.908883 -0.47 0.09 0.48 -0.200
C 2.455481 0.337983 -1.270598 -0.08 -0.25 0.57 -0.248
H 2.612958 1.301693 -1.753866 0.01 -0.36 0.15 0.102
H 2.390088 0.863532 0.927006 -0.08 -0.08 -0.25 0.076
H 2.198596 -3.002708 -1.101792 0.00 0.33 0.17 0.098
H 2.619565 -1.121384 -2.966544 -0.16 0.04 0.29 0.094
C -0.744378 2.536800 0.485872 0.29 -0.49 -0.58 -0.211
C 0.243963 2.735655 -0.513048 -0.58 0.22 -0.13 -0.213
C -0.374228 2.567638 -1.793058 0.01 -0.41 0.51 -0.225
H 1.275451 3.037467 -0.334648 -0.33 -0.07 -0.11 0.098
C -1.746298 2.195152 -1.566456 0.04 -0.15 0.61 -0.243
C -1.955428 2.146199 -0.155551 0.08 0.03 -0.52 -0.234
H -2.883444 1.875925 0.352318 0.28 0.24 -0.26 0.092
H -0.610638 2.704615 1.552614 -0.01 -0.29 -0.33 0.054
H 0.084590 2.778961 -2.761273 -0.17 -0.17 0.37 0.107
H -2.509886 2.056808 -2.332270 0.31 -0.04 0.24 0.105
O -1.742055 -0.862555 -4.253828 1.64 -1.55 1.17 -0.156
C -0.366363 -0.609217 -4.655907 0.51 0.37 -0.01 -0.213
C 0.261998 -1.968673 -5.048541 0.15 0.04 0.11 -0.162
H 0.294018 -0.202263 -3.832635 -0.95 -0.18 -0.19 0.061
H -0.334196 0.167065 -5.444650 -0.35 -0.67 0.39 0.118
C -0.810550 -3.017474 -4.747415 -0.28 0.49 -0.40 -0.155
H 1.115390 -2.163865 -4.389216 0.04 0.08 -0.26 0.091
H 0.582702 -2.035250 -6.088039 0.07 0.26 0.11 0.100
C -1.697685 -2.250615 -3.744672 -0.18 -0.37 -0.51 -0.186
H -0.335300 -3.947546 -4.401894 -0.49 0.28 0.19 0.121
H -1.385085 -3.235751 -5.668390 0.20 0.05 0.79 0.083
H -1.261293 -2.401489 -2.715632 -0.26 0.72 -0.63 0.082
H -2.714746 -2.663849 -3.729397 0.16 0.48 0.07 0.121
C -3.245946 0.925491 4.606921 0.01 0.07 0.04 -0.235
Si -1.848658 -0.249514 5.111719 -2.86 -0.40 1.01 0.210
C -1.393295 0.249578 6.909637 0.74 0.17 0.05 -0.171
C -2.625980 -1.974143 5.309136 0.28 -0.12 0.04 -0.220
Si 0.392305 0.287293 4.331156 1.01 -0.06 -0.72 0.163
Te -0.999061 -0.559714 2.533534 1.02 0.24 0.33 0.796
Si 0.971427 2.545031 4.583613 -0.20 0.52 -0.04 0.370
C 1.589292 2.810817 6.348495 0.00 -0.09 -0.12 -0.198
C 2.343382 2.894324 3.343665 0.02 -0.15 0.03 -0.188
C -0.510221 3.634466 4.230130 -0.02 0.22 0.06 -0.190
Si 2.048973 -1.076645 5.266117 0.40 -0.70 0.20 0.355
C 2.316779 -0.771958 7.112325 -0.05 0.06 -0.09 -0.194
C 1.651856 -2.885271 4.962138 -0.05 -0.02 0.05 -0.210
C 3.610511 -0.635591 4.303320 -0.09 0.17 -0.01 -0.198
H -4.168339 0.505682 5.038840 0.21 0.19 -0.08 0.045
H -3.388262 1.014046 3.520763 0.03 0.02 0.41 0.009
H -3.098709 1.929273 5.029940 -0.11 -0.25 -0.15 0.026
H -2.320708 0.108030 7.482629 -0.01 -0.07 -0.34 0.062
H -0.626086 -0.378949 7.375674 -0.18 0.05 -0.19 0.021
H -1.086646 1.293927 7.050461 -0.11 -0.21 -0.24 0.030
H -2.899324 -2.483649 4.373099 0.16 0.24 0.30 0.027
H -1.959135 -2.632551 5.884630 -0.12 0.07 -0.23 0.036
H -3.544977 -1.854982 5.907120 0.29 0.09 -0.16 0.046
H 2.577643 2.360478 6.521853 -0.27 0.18 -0.08 0.029
H 1.679151 3.902409 6.465724 0.04 -0.29 0.09 0.047
H 0.901113 2.434344 7.118828 0.18 0.16 -0.22 0.026
H 2.027861 2.709537 2.307292 0.02 0.07 0.26 0.015
H 2.590212 3.962972 3.438746 0.01 -0.25 -0.05 0.053
H 3.249533 2.305532 3.541354 -0.20 0.20 -0.06 0.027
H -0.529169 3.966841 3.185000 0.01 -0.05 0.24 0.027
H -1.475558 3.165670 4.449620 0.22 0.12 0.00 0.009
H -0.409106 4.527859 4.861818 -0.14 -0.09 -0.16 0.046
H 1.431754 -1.011943 7.717614 0.26 0.02 -0.16 0.022
H 3.129584 -1.446246 7.427273 -0.21 0.19 -0.05 0.049
H 2.622733 0.257936 7.342540 -0.08 -0.31 -0.07 0.019
H 1.163140 -3.055536 3.994850 0.12 0.04 0.15 0.020
H 2.597770 -3.446395 4.972545 -0.25 0.05 0.01 0.043
H 1.003458 -3.293167 5.748394 0.11 0.05 -0.16 0.035
H 3.444286 -0.595873 3.217953 0.06 -0.05 0.21 0.023
H 4.037377 0.325597 4.620486 -0.05 -0.24 -0.06 0.029
H 4.345068 -1.429771 4.505410 -0.12 0.24 -0.05 0.048
```
Forces are in eV/Å.

Orbital gap (spin up / spin down): 4.2975 / 4.2966 eV
Total charge: +1
E: -2868.89736 hartree
Energy relative to the best compared isomer or geometry (same formula, charge and spin): 0.2374 eV
LUMO level (spin up / spin down): -5.62 / -5.62 eV
2S+1: 1



No. 2
C5H7NO | ωB97M-V with the def2-TZVPD basis set

Geometry as XYZ:
```
14
Properties=species:S:1:pos:R:3:forces:R:3:lowdin_charge:R:1
O 0.968825 -1.406819 -2.188729 -0.26 0.17 0.32 0.044
C 0.236302 -0.888782 -1.371983 0.14 -0.03 -0.15 -0.440
C -0.873325 -1.271042 -0.541465 0.30 -0.49 -0.03 -0.029
N -0.972565 0.160596 0.086773 -0.30 0.09 -0.05 -0.104
C -0.182244 0.422388 1.330506 0.02 -0.02 0.20 -0.107
C 1.034461 0.784776 0.455941 0.18 0.01 0.04 -0.080
C 0.169919 0.544061 -0.810673 0.05 0.15 -0.21 -0.159
H -1.858611 -0.322469 -0.488019 -0.04 0.26 0.10 0.178
H -1.118863 -2.149190 0.045874 0.03 0.11 -0.06 0.098
H -0.099015 -0.464681 1.961747 -0.02 0.12 -0.10 0.116
H -0.598327 1.255320 1.902906 0.07 -0.14 -0.09 0.112
H 1.900461 0.125115 0.536509 -0.14 0.09 -0.02 0.116
H 1.361910 1.820077 0.566996 -0.07 -0.18 -0.02 0.107
H 0.031071 1.390650 -1.486384 0.04 -0.14 0.08 0.148
```
Forces are in eV/Å.

Orbital gap: 9.1315 eV
Total charge: 0
E: -324.54465 hartree
Energy relative to the best compared isomer or geometry (same formula, charge and spin): 4.8930 eV
LUMO level: 0.81 eV
2S+1: 1



No. 3
C29H25N9O3TaTe4 | ωB97M-V with the def2-TZVPD basis set

Geometry as XYZ:
```
71
Properties=species:S:1:pos:R:3:forces:R:3:lowdin_charge:R:1
Ta 0.297488 0.307868 -0.714489 -1.89 1.41 2.53 1.044
O 0.888950 2.001977 -4.512028 0.05 0.05 0.24 0.133
C 0.481767 1.100431 -3.821562 -0.04 -0.27 -0.83 -0.396
N 0.584728 1.087448 -2.438348 0.33 0.27 -0.72 -0.088
C 0.757705 2.247263 -1.689207 0.42 2.09 -1.37 -0.308
C 0.118821 3.439744 -2.088052 -0.13 0.58 0.19 0.005
C 0.304552 4.602732 -1.391013 -0.16 -0.27 -0.38 -0.047
C 1.082510 4.591142 -0.229214 0.35 -0.20 0.26 -0.041
C 1.628525 3.420821 0.227149 -0.22 0.48 0.12 0.002
C 1.480012 2.215910 -0.491662 1.80 2.14 0.25 -0.281
N 1.939915 0.990510 -0.012433 1.60 0.80 -0.08 -0.088
C 2.836673 0.851329 1.024165 0.66 -0.24 0.74 -0.418
O 3.635139 1.681111 1.392461 -0.14 0.04 -0.39 0.129
C 2.722688 -0.455812 1.754192 -0.11 -0.08 -0.07 -0.246
C 3.815207 -1.011564 2.397636 0.03 0.08 -0.13 0.025
C 3.618171 -2.178913 3.117259 -0.01 -0.04 0.05 -0.024
C 2.340096 -2.712907 3.197006 0.03 -0.04 -0.02 -0.021
C 1.309848 -2.080225 2.521652 -0.13 0.04 -0.20 -0.135
N 1.499061 -0.975620 1.801668 0.07 -0.22 -0.12 -0.021
C -0.164552 -0.114835 -4.418065 -0.06 -0.09 0.19 -0.222
C 0.133376 -0.484453 -5.719900 0.16 0.12 -0.01 0.016
C -0.478197 -1.614202 -6.236483 -0.01 0.03 0.04 -0.033
C -1.369431 -2.311487 -5.436833 -0.01 -0.07 -0.07 -0.033
C -1.619791 -1.848888 -4.154636 0.10 0.07 0.22 -0.138
N -1.021922 -0.775024 -3.644132 -0.08 0.02 -0.03 0.049
H -0.484010 3.424953 -2.983529 0.07 -0.02 -0.04 0.130
H -0.158856 5.515978 -1.738559 0.03 0.02 0.01 0.121
H 1.252044 5.502770 0.327938 -0.04 0.01 0.00 0.123
H 2.192839 3.412324 1.145101 0.08 -0.03 -0.03 0.117
H 4.780999 -0.534228 2.309044 0.01 -0.02 0.05 0.129
H 4.449844 -2.664260 3.609651 -0.01 0.01 0.03 0.119
H 2.132969 -3.612843 3.758476 0.06 -0.02 0.00 0.117
H 0.298553 -2.475979 2.525288 0.02 -0.03 0.04 0.094
H 0.846225 0.099646 -6.285054 -0.04 0.00 -0.04 0.125
H -0.256009 -1.941539 -7.242849 -0.01 -0.04 0.01 0.117
H -1.855901 -3.210571 -5.788279 -0.02 0.02 -0.03 0.114
H -2.300685 -2.371654 -3.489463 -0.01 -0.02 -0.05 0.107
Te 1.114347 -1.969608 -1.289929 2.93 -3.51 -1.59 0.256
Te 1.508053 -4.577667 -1.945767 -0.14 0.40 0.03 0.039
Te -2.616229 -3.734257 0.618145 0.46 0.43 0.18 0.017
Te -1.254914 -1.538938 -0.277624 -4.82 -4.95 1.26 0.303
N 0.017400 2.454065 3.644077 -0.04 0.11 0.16 0.152
C 0.283228 1.500770 2.732304 0.07 -0.22 -0.10 -0.137
N -0.288206 1.703516 1.572523 -0.01 0.30 -0.03 0.078
C -1.014571 2.900566 1.738668 0.11 -0.04 0.36 -0.212
C -1.835128 3.645653 0.887688 -0.08 0.14 0.09 -0.039
C -2.442038 4.783640 1.385021 0.05 -0.09 -0.13 -0.069
C -2.229569 5.227030 2.693901 -0.03 0.08 0.09 -0.076
C -1.394310 4.535776 3.542676 0.07 -0.04 0.11 -0.006
C -0.818914 3.371310 3.049352 -0.14 0.00 -0.38 -0.186
H 0.362809 2.480002 4.587668 0.03 -0.04 0.00 0.169
H 0.900539 0.652066 2.969897 -0.12 0.14 0.02 0.117
H -1.990322 3.395864 -0.145637 0.08 -0.17 -0.13 0.094
H -3.083823 5.358276 0.729528 0.00 0.02 0.02 0.109
H -2.725655 6.124345 3.038083 0.05 0.02 0.01 0.109
H -1.181224 4.879984 4.546318 -0.09 0.00 0.02 0.117
C -6.078406 -0.460763 0.268492 0.00 0.10 0.07 0.006
N -4.805355 0.226707 0.429611 -0.15 -0.11 0.11 -0.061
C -4.099158 0.921952 -0.620704 0.16 0.39 -0.48 -0.008
C -2.688338 0.930815 -0.068242 -0.29 -0.39 -0.09 -0.580
O -1.661672 1.145165 -0.786854 -0.95 0.96 0.33 -0.264
N -2.687095 0.479254 1.174049 -0.11 -0.08 0.15 0.118
C -3.947550 0.015642 1.421239 0.35 0.03 -0.42 -0.413
N -4.238553 -0.647160 2.523958 -0.22 -0.04 0.22 0.244
H -6.544619 -0.122576 -0.652136 -0.01 0.01 0.01 0.101
H -6.745614 -0.221591 1.096828 -0.01 -0.02 -0.02 0.100
H -5.915843 -1.539748 0.207741 -0.03 0.02 -0.01 0.095
H -4.468198 1.945891 -0.739258 -0.02 -0.02 -0.08 0.153
H -4.158690 0.411591 -1.583209 0.10 -0.07 0.04 0.153
H -3.512246 -0.828509 3.195544 0.18 -0.01 -0.15 0.128
H -5.031387 -1.266617 2.546255 -0.09 0.08 0.03 0.116
```
Forces are in eV/Å.

Orbital gap: 5.3713 eV
Total charge: +1
E: -2967.53736 hartree
Energy relative to the best compared isomer or geometry (same formula, charge and spin): 2.2323 eV
LUMO level: -3.67 eV
2S+1: 1



- Among the records above, which one has the lowest energy relative to the best compared isomer or geometry (same formula, charge and spin)?
  C28H55O2PbSi4Te